No. 1
Computed, not measured: 2 unconnected molecules or ions with the total composition C14H33BN5O7P2 in a non-equilibrium geometry, with the ωB97M-V functional and the def2-TZVPD basis.

The strongest force on any atom comes out at 0.0243 hartree/bohr. As for the total charge: -1. The value obtained for the HOMO energy is -4.716 eV. As for the spin multiplicity: 1. The orbital gap comes out at 7.11 eV.

Element x y z (Å)
C1 3.773 -2.290 -2.169
C2 3.398 -1.414 -0.995
O1 3.646 -1.812 0.124
N1 2.815 -0.144 -1.218
C3 3.197 0.372 -2.514
C4 2.277 0.372 -3.714
O2 4.332 0.770 -2.640
C5 1.336 0.049 -0.874
C6 0.581 -1.189 -1.427
C7 -0.937 -1.252 -1.783
N2 -1.498 0.027 -2.159
N3 -1.098 -2.201 -2.944
N4 -1.743 -1.805 -0.710
O3 0.985 1.243 -1.464
B1 1.386 2.386 -0.560
C8 2.738 3.204 -0.971
P1 -0.027 3.768 -0.459
N5 0.032 4.782 0.777
O4 1.677 1.684 0.744
C9 1.094 0.408 0.659
C10 -0.425 0.512 0.934
C11 -0.731 1.508 2.060
O5 -1.952 1.077 2.713
P2 1.742 -0.678 2.004
O6 1.010 -0.628 3.299
H1 4.840 -2.134 -2.356
H2 3.237 -2.068 -3.088
H3 3.633 -3.329 -1.877
H4 2.555 1.231 -4.326
H5 2.403 -0.542 -4.301
H6 1.233 0.485 -3.443
H7 0.738 -1.986 -0.685
H8 1.101 -1.541 -2.318
H9 -1.065 0.386 -3.003
H10 -2.482 -0.112 -2.362
H11 -0.583 -1.850 -3.746
H12 -0.705 -3.105 -2.697
H13 -2.496 -2.351 -1.109
H14 -1.210 -2.372 -0.069
H15 2.683 3.596 -1.992
H16 2.879 4.034 -0.273
H17 3.598 2.538 -0.874
H18 -1.316 3.183 -0.593
H19 0.055 4.488 -1.678
H20 0.797 4.496 1.381
H21 -0.960 0.783 0.026
H22 -0.829 -0.437 1.296
H23 0.057 1.503 2.810
H24 -0.880 2.518 1.683
H25 -2.615 1.757 2.556
H26 3.091 -0.352 2.136
H27 1.725 -1.983 1.468
C12 -5.983 -1.338 4.121
C13 -4.712 -1.956 3.576
O7 -4.742 -2.711 2.632
C14 -3.434 -1.577 4.275
H28 -6.836 -1.683 3.541
H29 -6.116 -1.620 5.167
H30 -5.921 -0.250 4.065
H31 -3.482 -1.881 5.323
H32 -3.278 -0.499 4.223
H33 -2.590 -2.067 3.796

Atoms 1-2, force components in eV/Å:
0.47 0.14 -0.11
0.53 0.24 0.72

No. 2
Computed, not measured: a molecular structure, C14H34BrHfNO9 in a non-equilibrium geometry, with the ωB97M-V functional and the def2-TZVPD basis.

The strongest force on any atom comes out at 0.1233 hartree/bohr. As for the total charge: 0. The value obtained for the HOMO energy is -8.019 eV. As for the spin multiplicity: 1. The orbital gap comes out at 8.02 eV. The value obtained for the energy above the lowest of the compared OMol25 structures with the same formula, charge and spin is 0.000 eV.

Element x y z (Å)
Hf1 -0.094 -0.305 0.457
Br1 -2.117 -0.077 2.435
N1 1.030 -2.904 2.823
O1 2.196 -3.089 2.783
O2 0.507 -2.088 2.063
O3 0.340 -3.511 3.530
C1 -3.020 -0.410 -3.393
C2 -2.556 0.478 -2.248
C3 -3.737 0.804 -1.303
O4 -1.547 -0.074 -1.403
H1 -2.376 -0.233 -4.254
H2 -3.885 0.081 -3.837
H3 -3.326 -1.431 -3.166
H4 -2.261 1.419 -2.712
H5 -4.263 -0.092 -0.974
H6 -4.411 1.506 -1.793
H7 -3.343 1.241 -0.386
C4 1.910 2.846 2.768
C5 2.164 1.337 2.861
C6 1.727 0.724 4.242
O5 1.601 0.598 1.826
H8 1.186 3.141 2.008
H9 2.732 3.508 2.494
H10 1.418 3.235 3.659
H11 3.253 1.314 2.878
H12 1.918 -0.348 4.305
H13 0.661 0.876 4.412
H14 2.320 1.257 4.985
C7 -1.297 3.118 0.981
O6 -0.449 2.162 0.318
C8 0.145 2.903 -0.813
C9 1.394 2.100 -1.230
O7 1.222 0.706 -1.278
C10 1.220 0.177 -2.619
H15 -2.313 3.189 0.593
H16 -0.901 4.120 1.149
H17 -1.441 2.822 2.020
H18 0.497 3.913 -0.603
H19 -0.609 2.890 -1.600
H20 2.075 2.254 -0.393
H21 2.024 2.577 -1.981
H22 0.561 0.815 -3.208
H23 0.898 -0.856 -2.751
H24 2.228 0.370 -2.988
C11 2.933 -1.563 -0.401
O8 1.518 -1.734 -0.496
C12 1.253 -3.051 -0.992
C13 -0.233 -3.117 -1.293
O9 -0.943 -2.487 -0.139
C14 -2.235 -3.127 -0.039
H25 3.157 -0.499 -0.323
H26 3.351 -1.797 -1.379
H27 3.334 -2.169 0.411
H28 1.505 -3.752 -0.197
H29 1.700 -3.171 -1.979
H30 -0.503 -4.127 -1.601
H31 -0.402 -2.501 -2.177
H32 -2.877 -2.874 -0.883
H33 -2.795 -2.894 0.867
H34 -2.044 -4.200 -0.035

Atoms 1-2, force components in eV/Å:
0.25 0.50 2.11
1.18 -0.03 -1.56

No. 3
Computed, not measured: a molecular structure, C14H34IN4O2P2Ru, with the ωB97M-V functional and the def2-TZVPD basis.

The strongest force on any atom comes out at 0.0107 hartree/bohr. As for the total charge: +4. The value obtained for the HOMO energy (spin up / spin down) is -20.170 / -20.163 eV. As for the spin multiplicity: 2. As for the expectation value of S²: 0.753. The orbital gap (spin up / spin down) comes out at 6.86 / 3.35 eV. The value obtained for the energy above the lowest of the compared OMol25 structures with the same formula, charge and spin is 0.103 eV.

Element x y z (Å)
Ru1 -1.170 -0.140 -0.165
C1 0.671 2.687 0.247
P1 -0.848 2.150 -0.547
C2 -0.779 2.668 -2.270
C3 -2.244 3.020 0.230
C4 -3.553 2.275 -0.023
P2 -3.371 0.552 0.533
C5 -3.512 0.568 2.333
C6 -4.753 -0.406 -0.106
H1 0.752 3.771 0.119
H2 1.534 2.209 -0.214
H3 0.653 2.470 1.316
H4 -0.767 3.762 -2.272
H5 -1.643 2.344 -2.850
H6 0.138 2.322 -2.746
H7 -2.278 4.040 -0.163
H8 -2.031 3.102 1.300
H9 -3.824 2.270 -1.083
H10 -4.383 2.749 0.508
H11 -4.455 1.053 2.601
H12 -2.695 1.116 2.802
H13 -3.537 -0.451 2.717
H14 -5.683 0.026 0.273
H15 -4.695 -1.443 0.225
H16 -4.785 -0.378 -1.196
O1 -2.244 -0.415 -2.765
N1 -1.807 -0.272 -1.742
C7 3.727 -0.161 1.108
C8 3.487 -1.453 0.332
N2 2.998 -1.233 -1.040
C9 3.991 -1.497 -2.115
C10 5.064 -0.419 -2.192
C11 1.770 -0.812 -1.294
C12 1.381 -0.497 -2.704
N3 0.860 -0.675 -0.315
H17 4.069 -0.403 2.114
H18 2.826 0.451 1.190
H19 4.500 0.439 0.631
H20 2.791 -2.121 0.854
H21 4.418 -2.007 0.240
H22 3.472 -1.611 -3.061
H23 4.434 -2.465 -1.879
H24 4.631 0.570 -2.354
H25 5.719 -0.643 -3.033
H26 5.683 -0.394 -1.296
H27 1.225 -1.414 -3.277
H28 2.153 0.081 -3.211
H29 0.463 0.079 -2.720
H30 1.224 -0.980 0.582
N4 -0.562 -1.754 3.775
C13 -0.999 -2.128 2.592
O2 -1.018 -1.357 1.605
C14 -1.579 -3.529 2.442
I1 -0.274 -5.165 2.883
H31 -0.210 -0.817 3.927
H32 -0.590 -2.361 4.583
H33 -1.938 -3.696 1.430
H34 -2.406 -3.681 3.144

Atoms 1-2, force components in eV/Å:
0.15 0.01 -0.26
-0.01 0.00 0.02

No. 4
Computed, not measured: a molecular structure, C14H35AsCl2F6N3O5 in a non-equilibrium geometry, with the ωB97M-V functional and the def2-TZVPD basis.

The strongest force on any atom comes out at 0.1044 hartree/bohr. As for the total charge: 0. The value obtained for the HOMO energy (spin up / spin down) is -9.079 / -9.078 eV. As for the spin multiplicity: 2. As for the expectation value of S²: 0.755. The orbital gap (spin up / spin down) comes out at 7.88 / 2.39 eV.

Element x y z (Å)
As1 0.605 1.110 0.763
F1 1.540 1.002 -0.782
F2 0.719 2.885 0.858
F3 -0.468 0.926 2.286
F4 0.438 -0.682 0.596
F5 2.110 0.865 1.699
F6 -0.895 1.311 -0.261
Cl1 0.810 2.700 5.189
C1 -0.555 1.991 6.145
C2 -1.642 1.638 5.229
Cl2 -3.038 2.706 5.435
H1 -0.813 2.705 6.927
H2 -0.145 1.126 6.667
H3 -1.986 0.632 5.470
H4 -1.276 1.634 4.202
C3 1.888 -0.672 -5.202
C4 2.071 0.127 -3.870
C5 1.473 1.555 -3.959
O1 1.510 -0.663 -2.795
H5 0.860 -0.626 -5.561
H6 2.249 -1.698 -5.129
H7 2.420 -0.327 -6.089
H8 3.125 0.157 -3.596
H9 0.399 1.424 -4.089
H10 1.884 2.168 -4.761
H11 1.683 2.098 -3.037
H12 1.633 -0.242 -1.941
C6 1.632 -4.914 -0.216
C7 1.434 -3.505 -0.635
C8 2.620 -2.651 -0.215
O2 1.375 -3.333 -2.022
H13 2.587 -5.405 -0.405
H14 0.963 -5.708 -0.545
H15 1.483 -4.910 0.864
H16 0.518 -3.140 -0.169
H17 2.569 -2.803 0.863
H18 2.621 -1.598 -0.498
H19 3.617 -2.830 -0.619
H20 1.242 -2.392 -2.155
O3 -1.417 6.069 -0.332
C9 -1.677 4.902 -0.112
N1 -1.295 3.914 -1.025
C10 -2.477 4.435 1.108
H21 -1.156 2.952 -0.750
H22 -0.746 4.259 -1.799
H23 -3.311 5.136 1.086
H24 -1.758 4.450 1.927
H25 -2.987 3.471 1.107
O4 -1.442 -2.900 4.397
C11 -0.672 -2.367 3.592
N2 -0.835 -2.385 2.301
C12 0.564 -1.779 4.177
H26 -1.699 -2.817 2.008
H27 -0.355 -1.727 1.703
H28 0.435 -1.578 5.240
H29 0.629 -0.821 3.662
H30 1.432 -2.426 4.048
O5 -2.623 -1.984 -3.641
C13 -2.333 -0.967 -3.091
N3 -1.838 -1.014 -1.879
C14 -2.588 0.380 -3.782
H31 -1.579 -1.868 -1.407
H32 -1.592 -0.174 -1.374
H33 -3.648 0.533 -3.985
H34 -1.994 0.445 -4.694
H35 -2.297 1.202 -3.127

Atoms 1-2, force components in eV/Å:
0.69 -0.17 1.81
-0.80 0.73 1.58

No. 5
Computed, not measured: a molecular structure, C14H35CdN12O6 in a non-equilibrium geometry, with the ωB97M-V functional and the def2-TZVPD basis.

The strongest force on any atom comes out at 0.0709 hartree/bohr. As for the total charge: +1. The value obtained for the HOMO energy is -10.292 eV. As for the spin multiplicity: 1. The orbital gap comes out at 5.38 eV. The value obtained for the energy above the lowest of the compared OMol25 structures with the same formula, charge and spin is 0.000 eV.

Element x y z (Å)
Cd1 2.786 0.846 2.526
C1 0.842 1.033 -0.087
O1 1.589 0.426 0.924
H1 0.784 2.118 0.031
H2 1.161 0.761 -1.095
H3 -0.204 0.699 -0.021
C2 4.529 0.146 -3.295
O2 4.734 1.154 -3.979
N1 5.376 -0.920 -3.428
N2 3.500 0.003 -2.430
H4 6.196 -0.566 -3.903
H5 5.525 -1.582 -2.685
H6 3.384 -0.913 -2.028
H7 2.774 0.673 -2.279
C3 0.270 2.744 3.478
O3 1.431 2.302 3.352
N3 -0.017 4.034 3.813
N4 -0.782 1.951 3.218
H8 0.707 4.603 4.208
H9 -0.986 4.248 3.676
H10 -1.669 2.152 3.637
H11 -0.507 1.078 2.791
C4 -2.773 -1.315 1.883
O4 -1.764 -0.830 2.423
N5 -3.856 -1.659 2.636
N6 -3.040 -1.134 0.559
H12 -4.665 -2.120 2.265
H13 -3.887 -1.354 3.591
H14 -2.176 -0.827 0.130
H15 -3.704 -1.716 0.079
C5 1.894 -3.018 -0.118
O5 1.858 -4.070 -0.764
N7 0.713 -2.582 0.468
N8 2.964 -2.292 0.219
H16 -0.082 -3.091 0.114
H17 0.622 -1.578 0.588
H18 2.893 -1.516 0.844
H19 3.849 -2.717 -0.016
C6 1.199 -1.226 4.592
O6 1.877 -0.548 3.771
N9 1.726 -1.585 5.774
N10 -0.045 -1.654 4.322
H20 1.143 -1.857 6.541
H21 2.700 -1.359 5.882
H22 -0.344 -1.577 3.349
H23 -0.406 -2.317 4.981
C7 0.069 -1.756 -5.465
C8 0.560 -0.885 -4.299
C9 -0.593 -0.408 -3.410
C10 -1.129 -1.450 -2.522
N11 -1.411 -2.298 -1.800
H24 0.883 -2.343 -5.898
H25 -0.206 -1.147 -6.333
H26 -0.783 -2.423 -5.334
H27 1.055 -0.091 -4.858
H28 1.316 -1.384 -3.697
H29 -1.400 0.056 -3.979
H30 -0.215 0.417 -2.803
N12 -3.178 2.097 -0.652
C11 -3.796 2.269 -1.861
C12 -4.136 3.600 -1.980
C13 -3.877 4.183 -0.745
C14 -3.185 3.295 0.053
H31 -2.781 1.295 -0.200
H32 -3.836 1.380 -2.470
H33 -4.597 4.056 -2.839
H34 -4.028 5.229 -0.521
H35 -2.849 3.260 1.075

Atoms 1-2, force components in eV/Å:
-0.83 0.45 -0.70
-0.15 0.33 0.55

No. 6
Computed, not measured: 3 unconnected molecules or ions with the total composition C14H35ClO14P2S2 in a non-equilibrium geometry, with the ωB97M-V functional and the def2-TZVPD basis.

The strongest force on any atom comes out at 0.1457 hartree/bohr. As for the total charge: 0. The value obtained for the HOMO energy is -9.627 eV. As for the spin multiplicity: 1. The orbital gap comes out at 8.11 eV.

Element x y z (Å)
C1 5.436 0.897 -1.728
C2 4.972 1.121 -3.197
C3 4.446 2.588 -3.292
C4 3.121 2.783 -2.537
O1 2.945 4.142 -2.071
O2 2.595 4.128 -0.706
S1 0.927 4.349 -0.551
O3 0.477 3.375 0.421
O4 0.262 3.870 -1.998
C5 -1.046 4.484 -2.061
C6 -1.993 3.694 -2.963
C7 -2.392 2.300 -2.387
C8 -3.883 2.347 -1.982
S2 -4.573 0.702 -1.715
O5 -4.488 -0.089 -2.910
O6 -3.906 0.027 -0.638
Cl1 -6.569 1.020 -1.276
H1 6.192 1.654 -1.472
H2 4.594 0.960 -1.024
H3 5.850 -0.113 -1.589
H4 4.182 0.399 -3.449
H5 5.822 1.041 -3.887
H6 4.305 2.931 -4.325
H7 5.199 3.209 -2.778
H8 2.983 2.122 -1.673
H9 2.284 2.563 -3.225
H10 -0.915 5.488 -2.502
H11 -1.457 4.590 -1.044
H12 -2.916 4.294 -3.038
H13 -1.570 3.605 -3.972
H14 -1.728 1.952 -1.587
H15 -2.304 1.571 -3.207
H16 -4.463 2.821 -2.788
H17 -4.016 2.951 -1.071
C9 -6.451 -6.024 0.653
O7 -5.031 -6.124 0.665
P1 -4.224 -5.486 1.990
O8 -4.897 -6.248 3.080
O9 -4.876 -3.991 1.764
C10 -4.709 -3.338 0.496
O10 -2.982 -4.854 2.930
C11 -2.105 -3.870 2.358
H18 -6.860 -7.027 0.536
H19 -6.851 -5.576 1.560
H20 -6.750 -5.418 -0.205
H21 -5.689 -3.026 0.135
H22 -4.246 -3.988 -0.245
H23 -4.090 -2.450 0.627
H24 -2.561 -2.882 2.428
H25 -1.873 -4.100 1.318
H26 -1.179 -3.864 2.930
C12 2.617 1.495 1.363
O11 3.804 1.094 2.052
P2 4.080 -0.549 2.208
O12 4.047 -0.945 0.770
O13 2.638 -0.798 2.967
C13 2.331 -0.052 4.151
O14 4.696 -1.998 2.795
C14 4.767 -2.202 4.214
H27 2.903 2.148 0.544
H28 2.050 0.653 0.973
H29 1.987 2.056 2.053
H30 1.357 0.420 4.020
H31 3.074 0.717 4.358
H32 2.277 -0.733 5.001
H33 3.802 -2.547 4.589
H34 5.064 -1.292 4.734
H35 5.508 -2.975 4.411

Atoms 1-2, force components in eV/Å:
-0.07 -0.40 -0.59
-0.23 0.93 0.95

No. 7
Computed, not measured: a molecular structure, C14H35IrN4O4PS3, with the ωB97M-V functional and the def2-TZVPD basis.

The strongest force on any atom comes out at 0.0160 hartree/bohr. As for the total charge: +3. The value obtained for the HOMO energy is -17.549 eV. As for the spin multiplicity: 1. The orbital gap comes out at 8.84 eV. The value obtained for the energy above the lowest of the compared OMol25 structures with the same formula, charge and spin is 1.013 eV.

Element x y z (Å)
Ir1 0.492 -0.751 0.155
C1 -0.422 -2.373 -2.131
C2 0.954 -1.926 -2.587
N1 1.461 -0.772 -1.767
C3 2.948 -0.827 -1.585
C4 3.391 -1.965 -0.681
S1 2.178 -2.243 0.658
C5 1.413 -3.825 0.092
C6 -0.098 -3.711 0.010
N2 -0.525 -2.448 -0.643
H1 -1.168 -1.644 -2.450
H2 -0.685 -3.329 -2.589
H3 1.675 -2.734 -2.494
H4 0.925 -1.656 -3.643
H5 1.310 0.084 -2.283
H6 3.442 -0.887 -2.557
H7 3.228 0.115 -1.117
H8 3.527 -2.911 -1.202
H9 4.339 -1.713 -0.209
H10 1.857 -4.092 -0.863
H11 1.705 -4.584 0.816
H12 -0.511 -4.577 -0.512
H13 -0.516 -3.689 1.013
H14 -1.507 -2.289 -0.429
N3 -2.225 -2.451 2.792
C7 -1.751 -1.214 2.805
N4 -2.537 -0.210 3.138
S2 -0.053 -0.877 2.505
H15 -3.169 -2.663 3.091
H16 -1.567 -3.213 2.804
H17 -3.462 -0.347 3.524
H18 -2.143 0.716 3.173
C8 3.958 2.189 0.188
O1 2.975 1.374 0.879
P1 1.418 1.308 0.755
O2 0.956 2.495 -0.193
C9 0.908 2.681 -1.611
O3 0.855 1.882 2.095
C10 1.575 2.045 3.350
H19 4.715 2.452 0.920
H20 3.498 3.094 -0.200
H21 4.415 1.605 -0.610
H22 1.896 2.916 -2.002
H23 0.251 3.527 -1.792
H24 0.478 1.824 -2.124
H25 0.987 2.740 3.939
H26 2.562 2.458 3.166
H27 1.647 1.085 3.854
O4 -1.416 0.174 -0.012
S3 -1.901 1.272 -1.017
C11 -3.667 0.956 -1.208
C12 -4.316 2.333 -1.120
C13 -3.661 3.025 0.076
C14 -2.151 2.788 -0.042
H28 -3.932 0.326 -0.355
H29 -3.840 0.422 -2.140
H30 -5.393 2.230 -1.001
H31 -4.148 2.898 -2.040
H32 -4.040 2.606 1.009
H33 -3.874 4.092 0.088
H34 -1.622 2.622 0.896
H35 -1.641 3.588 -0.580

Atoms 1-2, force components in eV/Å:
0.26 0.54 0.56
0.01 0.07 0.03